Entry 1:
48
Properties=species:S:1:pos:R:3:mulliken_charge:R:1 method="wB97M-V/def2-TZVPD" lumo_ev=0.469 homo_energy_ev=-8.5 smiles="C=CCN(C(=O)NC1CC1)C1CC1.CNC(=O)CNC(C)=O" gap_ev=8.99 e_above_lowest_kj_mol=380.27 total_charge=0
O 2.805 2.574 2.295 -0.672
O -3.386 -0.347 -4.804 -0.645
O -2.276 0.638 -0.013 -0.607
C 2.544 1.380 2.280 0.354
C -3.128 -1.360 -4.170 0.756
C -2.889 0.249 -0.997 0.280
C 0.461 2.484 -1.752 -1.081
C 0.916 2.341 -0.462 0.230
N -4.220 0.140 -0.908 -0.165
N -2.551 -1.352 -2.968 -0.071
N 2.968 0.586 3.322 -0.077
N 1.821 0.818 1.238 0.218
C -3.485 -2.715 -4.737 -1.246
C -5.190 -0.146 -1.964 -0.823
C -2.098 -0.143 -2.261 -0.309
C 1.992 1.355 -0.113 -0.953
C 5.458 0.532 3.853 -0.506
C 4.723 -0.074 5.045 -0.680
C 0.991 -1.504 1.984 -0.771
C 0.383 -1.248 0.611 -0.707
C 4.052 0.996 4.200 -0.189
C 0.702 -0.076 1.533 0.281
H 0.860 1.889 -2.568 0.318
H -0.315 3.206 -1.989 0.291
H 0.501 2.961 0.329 0.347
H -4.588 0.397 -0.004 0.305
H -2.384 -2.240 -2.525 0.233
H 2.809 -0.406 3.195 0.136
H -4.203 -3.205 -4.082 0.305
H -3.926 -2.579 -5.724 0.327
H -2.585 -3.320 -4.823 0.357
H -5.190 -1.211 -2.200 0.217
H -4.951 0.428 -2.862 0.291
H -6.190 0.137 -1.630 0.343
H -1.057 -0.281 -1.968 0.173
H -2.134 0.710 -2.939 0.302
H 2.963 1.856 -0.193 0.389
H 2.003 0.542 -0.844 0.368
H 5.583 -0.084 2.958 0.244
H 6.279 1.226 4.058 0.245
H 5.063 0.213 6.045 0.242
H 4.365 -1.104 4.954 0.221
H 0.340 -1.931 2.753 0.245
H 2.033 -1.837 2.015 0.408
H 1.021 -1.418 -0.260 0.291
H -0.671 -1.503 0.470 0.083
H 3.947 1.995 4.645 0.407
H -0.165 0.431 1.976 0.292

=====

Entry 2:
85
Properties=species:S:1:pos:R:3:lowdin_spin:R:1 method="wB97M-V/def2-TZVPD" s2=0.80 lumo_ev="1.676 / 1.676" spin_multiplicity=2 homo_energy_ev="-2.7 / -4.7" gap_ev="4.36 / 6.36" e_above_lowest_kj_mol=0.00 total_charge=-1
Hg 1.095 -0.656 1.290 0.001
C 2.116 -0.426 -6.140 0.000
C 1.663 -0.352 -4.707 0.000
C 0.465 0.207 -4.345 0.000
C 0.071 0.291 -2.996 0.000
C -1.222 0.755 -2.651 0.000
N -1.687 0.768 -1.443 0.000
C -3.040 1.116 -1.026 0.001
C -3.172 0.990 0.486 0.009
C -2.186 1.885 1.256 0.015
N -2.643 2.211 2.593 0.172
C -2.863 1.385 3.673 0.305
C -2.290 0.183 4.114 0.006
C -2.973 -0.513 5.138 0.170
C -2.518 -1.703 5.697 0.013
C -3.325 -2.421 6.749 -0.007
C -1.323 -2.216 5.245 0.182
C -0.545 -1.561 4.253 0.030
C 0.687 -2.208 3.918 0.009
N 1.599 -1.877 3.069 0.007
C 2.699 -2.815 2.850 0.001
C 3.891 -2.184 2.116 0.000
C 3.924 -2.356 0.598 0.000
N 2.967 -1.525 -0.129 0.000
C 3.071 -1.472 -1.389 0.000
C 2.169 -0.805 -2.336 0.000
C 2.475 -0.874 -3.678 0.000
C 0.952 -0.142 -1.950 0.000
O 0.619 0.072 -0.757 0.000
C -0.996 -0.339 3.669 0.028
O -0.309 0.342 2.844 0.018
H 1.298 -0.181 -6.819 0.000
H 2.931 0.275 -6.338 0.000
H 2.474 -1.425 -6.394 0.000
H -0.205 0.590 -5.110 0.000
H -1.883 1.097 -3.445 0.000
H -1.031 0.384 -0.746 0.000
H -3.250 2.139 -1.356 0.000
H -3.749 0.447 -1.521 0.001
H -4.196 1.260 0.759 0.000
H -3.012 -0.052 0.768 0.001
H -1.207 1.413 1.325 0.002
H -2.067 2.837 0.728 0.000
H -3.142 3.080 2.653 0.002
H -3.658 1.765 4.309 0.016
H -3.917 -0.101 5.484 0.009
H -4.142 -1.794 7.109 0.000
H -3.763 -3.341 6.356 -0.002
H -2.708 -2.693 7.608 -0.002
H -0.956 -3.154 5.651 0.011
H 0.854 -3.138 4.478 -0.001
H 3.036 -3.193 3.822 0.000
H 2.324 -3.666 2.272 0.000
H 3.961 -1.123 2.370 0.000
H 4.801 -2.662 2.491 0.000
H 4.937 -2.136 0.240 0.000
H 3.708 -3.403 0.358 0.000
H 3.904 -1.996 -1.885 0.000
H 3.401 -1.369 -3.962 0.000
S 3.595 5.102 -2.713 0.000
C 3.041 3.993 -1.596 0.000
S 3.949 3.472 -0.211 0.000
C 2.608 2.461 0.332 0.000
N 1.592 2.534 -0.465 0.000
N 1.851 3.359 -1.541 0.000
C 0.765 3.486 -2.448 0.000
C -0.521 3.575 -1.927 0.000
C -1.602 3.686 -2.786 0.000
C -1.408 3.695 -4.161 0.000
C -0.122 3.584 -4.671 0.000
C 0.969 3.478 -3.821 0.000
S 2.753 1.486 1.721 0.000
H -0.650 3.545 -0.854 0.000
H -2.602 3.772 -2.378 0.000
H -2.254 3.790 -4.831 0.000
H 0.039 3.580 -5.742 0.000
H 1.970 3.387 -4.214 0.000
C -1.090 -3.352 -1.504 0.000
S -0.950 -3.069 0.252 0.000
O 0.484 -3.208 0.537 0.000
O -1.793 -4.061 0.882 0.000
O -1.392 -1.679 0.447 0.001
H -0.746 -4.364 -1.706 0.000
H -0.466 -2.630 -2.030 0.000
H -2.135 -3.244 -1.790 0.000

=====

Entry 3:
75
Properties=species:S:1:pos:R:3:mulliken_charge:R:1 method="wB97M-V/def2-TZVPD" lumo_ev=0.050 homo_energy_ev=-8.3 smiles="CC(=O)OCC[PH2]([PH2]=O)P(=N)(O)O.COCCOC.COCCOC.COCCOC" gap_ev=8.34 total_charge=0
C -2.264 -1.736 0.560 -0.731
C -3.490 -0.891 0.598 0.715
O -4.635 -1.297 0.700 -0.583
O -3.207 0.459 0.508 -0.290
C -3.657 1.039 -0.714 -0.392
C -2.650 2.092 -1.137 -1.146
P -1.437 1.528 -2.405 0.149
P 0.288 1.317 -0.928 0.012
O 0.177 0.168 0.009 -0.456
P -3.017 1.643 -4.052 0.733
N -4.485 1.864 -3.570 -0.811
O -2.529 2.861 -4.977 -0.523
O -2.892 0.277 -4.937 -0.505
H -2.472 -2.725 0.918 0.334
H -1.882 -1.744 -0.451 0.195
H -1.507 -1.261 1.164 0.218
H -3.826 0.287 -1.470 0.391
H -4.613 1.517 -0.566 0.232
H -3.143 2.980 -1.494 0.527
H -2.084 2.375 -0.260 0.692
H -1.267 0.143 -2.683 0.035
H -0.655 2.518 -3.091 0.103
H 0.452 2.588 -0.317 0.089
H 1.454 1.201 -1.733 0.089
H -5.067 1.096 -3.881 0.235
H -3.213 3.031 -5.631 0.322
H -1.968 0.033 -5.012 0.324
C -3.563 1.892 -10.957 -0.693
O -2.179 2.159 -11.087 -0.375
C -1.811 3.462 -10.667 -0.504
C -1.195 3.453 -9.287 -0.573
O -2.130 3.064 -8.294 -0.347
C -2.001 1.714 -7.888 -0.725
H -3.706 0.823 -11.098 0.248
H -3.938 2.172 -9.969 0.276
H -4.134 2.427 -11.724 0.330
H -2.675 4.132 -10.689 0.330
H -1.072 3.839 -11.380 0.372
H -0.861 4.466 -9.042 0.385
H -0.322 2.795 -9.270 0.351
H -1.115 1.590 -7.254 0.307
H -1.945 1.038 -8.744 0.447
H -2.884 1.463 -7.309 0.196
C -0.508 -2.030 7.038 -0.764
O 0.771 -1.656 6.562 -0.332
C 1.241 -2.474 5.499 -0.307
C 1.062 -1.806 4.157 -0.618
O -0.307 -1.639 3.824 -0.312
C -0.775 -0.320 4.044 -0.797
H -0.864 -1.231 7.686 0.260
H -1.219 -2.165 6.220 0.311
H -0.448 -2.956 7.621 0.311
H 0.737 -3.444 5.510 0.323
H 2.309 -2.645 5.669 0.256
H 1.508 -2.442 3.386 0.380
H 1.580 -0.843 4.141 0.350
H -0.383 0.354 3.274 0.252
H -0.491 0.049 5.032 0.466
H -1.862 -0.336 3.974 0.243
C 7.262 -3.311 8.388 -0.689
O 7.440 -2.091 7.693 -0.371
C 7.128 -2.175 6.313 -0.560
C 5.761 -1.609 6.009 -0.497
O 4.727 -2.377 6.600 -0.333
C 4.212 -1.809 7.794 -0.874
H 7.318 -3.092 9.453 0.245
H 6.291 -3.762 8.169 0.285
H 8.057 -4.021 8.133 0.325
H 7.191 -3.212 5.968 0.339
H 7.881 -1.593 5.772 0.364
H 5.605 -1.629 4.925 0.363
H 5.703 -0.568 6.339 0.364
H 3.588 -0.940 7.564 0.322
H 5.012 -1.517 8.479 0.466
H 3.592 -2.562 8.275 0.245

=====

Entry 4:
9
Properties=species:S:1:pos:R:3:mulliken_charge:R:1 method="wB97M-V/def2-TZVPD" lumo_ev=-0.296 homo_energy_ev=-10.2 smiles="C=C(Cl)C(=O)S" gap_ev=9.89 e_above_lowest_kj_mol=24.72 total_charge=0
C 0.578 -0.409 0.735 0.484
C -0.240 0.244 -0.333 0.352
C -0.245 -0.295 -1.565 -0.649
H -0.181 1.208 2.223 0.102
H -0.887 -0.009 -2.411 0.280
H 0.368 -1.125 -1.642 0.328
O 1.263 -1.367 0.483 -0.519
S 0.615 0.166 2.412 -0.148
Cl -1.270 1.586 0.097 -0.230

=====

Entry 5:
49
Properties=species:S:1:pos:R:3:lowdin_spin:R:1 method="wB97M-V/def2-TZVPD" s2=8.78 lumo_ev="-0.446 / -2.439" spin_multiplicity=6 homo_energy_ev="-8.4 / -8.6" gap_ev="7.93 / 6.20" e_above_lowest_kj_mol=28.24 total_charge=0
Ru -0.265 -0.018 0.401 3.464
C 1.914 0.445 -2.089 0.006
C 2.868 0.590 -0.889 0.008
N 2.178 0.197 0.330 0.076
C 2.626 0.863 1.534 0.008
C 2.211 2.341 1.549 0.003
S 0.521 2.657 0.908 0.063
C 0.865 3.205 -0.816 0.005
C 0.281 2.312 -1.912 0.005
N 0.568 0.895 -1.756 0.066
H 1.853 -0.615 -2.346 0.000
H 2.322 0.997 -2.948 0.002
H 3.206 1.623 -0.795 0.000
H 3.757 -0.031 -1.061 0.002
H 2.195 -0.834 0.430 0.002
H 3.723 0.809 1.641 0.003
H 2.171 0.351 2.387 0.000
H 2.891 2.961 0.969 0.001
H 2.201 2.718 2.569 0.000
H 1.941 3.305 -0.915 0.000
H 0.416 4.195 -0.898 0.001
H 0.655 2.697 -2.878 0.002
H -0.805 2.424 -1.897 0.000
H -0.114 0.356 -2.286 0.001
O -6.431 1.818 0.980 0.062
C -5.307 1.389 0.913 0.013
C -4.259 1.439 2.010 0.030
O -4.440 1.815 3.148 0.122
C -3.008 0.954 1.393 0.106
C -3.238 0.591 0.008 0.106
O -2.310 0.269 -0.762 0.265
C -4.669 0.762 -0.316 0.028
O -5.255 0.478 -1.336 0.119
O -1.882 0.865 1.923 0.265
S -1.511 -3.298 3.607 0.009
C -1.057 -1.842 4.396 0.002
C -0.444 -1.005 3.521 0.004
N -0.326 -1.494 2.257 0.052
C -0.837 -2.680 2.153 0.014
H -1.274 -1.683 5.432 0.000
H -0.076 -0.021 3.750 0.000
H -0.852 -3.255 1.248 0.000
Cl 0.961 -5.426 -0.225 0.002
C 0.788 -4.099 -1.386 0.003
C 0.815 -2.749 -0.632 0.005
O 1.735 -2.522 0.155 0.004
O -0.126 -1.979 -0.932 0.072
H -0.158 -4.214 -1.917 0.000
H 1.634 -4.159 -2.072 0.000